Record 1
A 6-piece molecular cluster, C6H24N12O6 overall. Source: the Open Molecules 2025 dataset; level of theory: ωB97M-V with the def2-TZVPD basis set.

Summary:
**Expectation value of S²**: 0.75
**HOMO energy (alpha / beta)**: 0.4 / -6.9 eV
**Kohn-Sham gap (alpha / beta)**: 1.70 / 8.95 eV
**Relative energy (zero: lowest compared OMol25 entry of this formula, charge and spin)**: 2.007 eV
**Electronic energy**: -36779.818 eV
**Spin multiplicity**: 2
**Net charge**: -1

CARTESIAN COORDINATES (ANGSTROEM)
O1 2.1134 -3.5543 -2.5862
O2 3.1479 1.0644 3.7644
O3 -0.8775 2.5531 -3.4718
O4 -1.6845 -2.1712 3.4918
O5 0.7187 -0.3812 -0.3276
O6 -5.0385 -0.5889 0.6794
N1 -3.8845 1.1170 1.6236
N2 0.2321 -1.3645 3.0966
N3 -1.5168 -0.5286 1.9494
N4 -0.9482 0.3726 -1.5051
N5 0.0006 4.5735 -3.7669
N6 2.2042 0.5247 1.9011
N7 3.8263 -4.1579 -1.2301
N8 -1.2974 3.8710 -5.2018
N9 2.4567 -2.6884 -0.5680
N10 -4.9338 -0.4215 2.9111
N11 3.2904 -1.0017 2.9082
N12 1.0401 0.4140 -2.3539
C1 0.2668 0.0803 -1.3389
C2 2.8424 0.2318 2.9427
C3 -1.0398 -1.4061 2.8121
C4 -0.7392 3.5713 -4.0897
C5 -4.6852 0.0394 1.6915
C6 2.7579 -3.5294 -1.5360
H1 -3.6614 1.2180 0.6437
H2 4.3012 -3.8281 -0.4019
H3 -1.8446 3.0986 -5.5541
H4 0.7193 -0.5927 2.6641
H5 2.0153 0.4214 -2.0911
H6 -1.6171 -0.0947 -0.9099
H7 0.5619 4.4620 -2.9347
H8 4.2020 -4.8440 -1.8690
H9 0.6250 0.8765 -3.1500
H10 3.1682 -2.6842 0.1489
H11 -0.0846 5.3835 -4.3642
H12 0.6180 -2.1921 3.5282
H13 -2.5052 -0.3500 1.8432
H14 -5.4609 -1.2786 2.8237
H15 -1.0738 4.6333 -5.8255
H16 3.1497 -1.6088 2.1134
H17 -4.7532 0.0671 3.7764
H18 1.7642 -0.0631 1.2075
H19 -1.2241 0.7000 -2.4198
H20 1.7647 -1.9613 -0.6805
H21 3.9894 -1.3577 3.5444
H22 -3.8398 1.8583 2.3081
H23 1.6977 1.3914 2.0128
H24 -0.7642 0.1260 1.7904

Atoms 1-6, force components in eV/Å:
O 0.4 -1.0 0.1
O 0.2 0.7 2.0
O -0.4 -3.1 1.6
O -2.6 -1.9 0.3
O 1.7 -2.0 3.8
O 0.5 0.8 0.9

For each atom in turn, the Mulliken charge in e is:
1 O -0.64
2 O -0.67
3 O 1.38
4 O -0.72
5 O -0.77
6 O -0.62
7 N -0.57
8 N -0.22
9 N -0.02
10 N 0.10
11 N -0.07
12 N -0.29
13 N -0.33
14 N -0.16
15 N -0.01
16 N -0.32
17 N -0.22
18 N -0.21
19 C 0.09
20 C 0.34
21 C 0.42
22 C -4.41
23 C 0.43
24 C 0.50
25 H 0.23
26 H 0.17
27 H 0.52
28 H 0.05
29 H 0.28
30 H 0.22
31 H 0.53
32 H 0.23
33 H 0.17
34 H 0.01
35 H 0.72
36 H 0.24
37 H 0.22
38 H 0.22
39 H 0.53
40 H 0.18
41 H 0.21
42 H 0.32
43 H 0.05
44 H 0.09
45 H 0.20
46 H 0.26
47 H 0.26
48 H 0.08


Record 2
A 2-piece molecular cluster, C2H3FO3S overall. Source: the Open Molecules 2025 dataset; level of theory: ωB97M-V with the def2-TZVPD basis set.

Summary:
**HOMO energy**: -9.6 eV
**SMILES**: C=S(=O)=O.O=CF
**Kohn-Sham gap**: 9.56 eV
**Relative energy (zero: lowest compared OMol25 entry of this formula, charge and spin)**: 2.634 eV
**Electronic energy**: -21814.499 eV

CARTESIAN COORDINATES (ANGSTROEM)
S1 -2.1972 0.1654 0.0789
F1 0.1323 -0.6260 1.7422
O1 -2.2853 0.8277 1.3153
O2 -2.2084 -1.2922 -0.0202
O3 0.4483 0.5534 0.0009
C1 -1.6552 0.9449 -1.2567
C2 0.8358 -0.3106 0.6753
H1 -1.7783 0.4410 -2.2164
H2 1.5943 -1.0166 0.6414
H3 -2.1266 1.9686 -1.2052

Atoms 1-6, force components in eV/Å:
S 0.6 -2.5 -3.3
F -0.5 -0.5 1.7
O -0.3 0.9 1.2
O 0.1 1.6 0.5
O 1.4 1.3 -1.1
C -3.2 1.2 0.6

For each atom in turn, the Mulliken charge in e is:
1 S 0.89
2 F -0.20
3 O -0.46
4 O -0.52
5 O -0.38
6 C -0.50
7 C 0.21
8 H 0.30
9 H 0.39
10 H 0.28


Record 3
A 2-piece molecular cluster, C3H4ClI overall. Source: the Open Molecules 2025 dataset; level of theory: ωB97M-V with the def2-TZVPD basis set.

Summary:
**HOMO energy**: -7.8 eV
**Kohn-Sham gap**: 5.78 eV
**Relative energy (zero: lowest compared OMol25 entry of this formula, charge and spin)**: 5.276 eV
**Electronic energy**: -23792.598 eV

CARTESIAN COORDINATES (ANGSTROEM)
I1 1.1865 1.1576 -2.1746
Cl1 -2.4431 1.5221 -1.6091
C1 1.2119 -1.0714 1.2298
C2 -0.0818 0.6226 -0.7725
C3 -1.3488 0.6686 -0.5390
H1 -1.9880 0.2343 0.1588
H2 0.7173 -0.2191 1.5001
H3 0.8553 -1.9250 1.6990
H4 1.8907 -0.9897 0.5076

Atoms 1-6, force components in eV/Å:
I 0.6 0.4 -0.7
Cl -0.3 0.6 -0.6
C -2.6 0.7 0.1
C 0.8 -2.2 2.1
C -0.5 0.9 -1.4
H -0.1 -0.9 1.5

For each atom in turn, the Mulliken charge in e is:
1 I 0.25
2 Cl -0.22
3 C -0.59
4 C -0.38
5 C -0.16
6 H 0.34
7 H 0.26
8 H 0.25
9 H 0.25


Record 4
A 2-piece molecular cluster, C13H17NO overall. Source: the Open Molecules 2025 dataset; level of theory: ωB97M-V with the def2-TZVPD basis set.

Summary:
**HOMO energy**: -6.9 eV
**SMILES**: CCNc1ccc(O)c2ccccc12.C
**Kohn-Sham gap**: 7.68 eV
**Relative energy (zero: lowest compared OMol25 entry of this formula, charge and spin)**: 1.953 eV
**Electronic energy**: -17293.118 eV

CARTESIAN COORDINATES (ANGSTROEM)
O1 2.2902 2.7970 -0.3428
N1 -2.3064 -0.2963 -0.1011
C1 2.5113 0.2023 -0.9971
C2 0.3266 -1.5369 -0.7662
C3 -1.1974 1.7665 0.0134
C4 0.1650 -0.1742 -0.5008
C5 1.5577 -2.0583 -1.1526
C6 -1.1648 0.4017 -0.2223
C7 1.1262 2.0912 -0.2881
C8 3.6443 -1.1445 2.0407
C9 1.2324 0.6919 -0.6168
C10 -3.6100 0.2771 0.0223
C11 -4.6250 -0.8565 0.2199
C12 2.6586 -1.1593 -1.1927
C13 -0.1028 2.6020 -0.0439
H1 -3.6681 0.9058 0.9255
H2 3.8924 -1.8011 2.8440
H3 -0.3057 3.7352 -0.1860
H4 2.2450 3.6823 0.0443
H5 -2.2972 2.1125 0.0499
H6 2.5564 -1.1239 1.9686
H7 3.8444 -1.4391 0.9796
H8 -4.4185 -1.5794 -0.5509
H9 -2.2836 -1.1853 -0.4790
H10 3.9671 -0.1422 2.1567
H11 3.2915 0.8718 -1.2067
H12 3.6206 -1.5892 -1.1835
H13 1.6320 -3.1393 -1.1107
H14 -4.5409 -1.2894 1.2434
H15 -3.8372 0.9619 -0.8376
H16 -5.6951 -0.3790 0.1474
H17 -0.5092 -2.2052 -0.8770

Atoms 1-6, force components in eV/Å:
O 0.6 0.4 -0.2
N -0.3 -0.1 0.5
C -1.7 -1.9 -0.2
C 1.0 -0.6 -1.4
C -3.7 -1.1 -0.6
C -2.8 -0.1 0.0

For each atom in turn, the Mulliken charge in e is:
1 O -0.55
2 N -0.16
3 C -1.00
4 C -0.73
5 C -0.47
6 C 0.57
7 C -0.78
8 C 0.69
9 C 0.69
10 C -0.86
11 C 0.74
12 C -0.59
13 C -1.22
14 C -0.57
15 C -0.96
16 H 0.38
17 H 0.35
18 H 0.21
19 H 0.32
20 H 0.20
21 H 0.20
22 H 0.08
23 H 0.39
24 H 0.13
25 H 0.26
26 H 0.50
27 H 0.60
28 H 0.33
29 H 0.27
30 H 0.40
31 H 0.32
32 H 0.28


Record 5
A 2-piece molecular cluster, C6H9ClN2O overall. Source: the Open Molecules 2025 dataset; level of theory: ωB97M-V with the def2-TZVPD basis set.

Summary:
**HOMO energy (alpha / beta)**: -8.6 / -9.7 eV
**Kohn-Sham gap (alpha / beta)**: 7.06 / 8.01 eV
**Relative energy (zero: lowest compared OMol25 entry of this formula, charge and spin)**: 5.047 eV
**Electronic energy**: -23912.004 eV

CARTESIAN COORDINATES (ANGSTROEM)
Cl1 1.8230 -1.9740 -0.8848
O1 3.1408 0.6941 1.3329
N1 2.8053 -0.2527 0.6778
N2 0.0997 2.4817 -1.9435
C1 -1.5004 0.2562 1.3913
C2 0.2607 0.6978 -0.1640
C3 -1.5697 -0.9304 -0.8335
C4 2.1528 -0.3306 -0.4316
C5 0.2309 1.6109 -1.1966
C6 -0.7057 -0.3651 0.2374
H1 2.5020 0.3317 -1.2766
H2 0.0612 -1.1111 0.5710
H3 -2.3573 -0.3817 1.4306
H4 0.7595 1.0508 0.7674
H5 -0.8434 0.0506 2.2982
H6 -1.7794 1.2533 1.1386
H7 -0.8172 -1.2867 -1.6384
H8 -2.1235 -1.6953 -0.2561
H9 -2.1394 -0.0995 -1.2198

Atoms 1-6, force components in eV/Å:
Cl 0.0 -0.1 -0.3
O -0.3 1.5 0.0
N 1.9 -1.8 2.8
N 0.2 -0.2 -0.3
C 1.7 -2.3 0.7
C 2.9 -1.3 2.2

For each atom in turn, the Mulliken charge in e is:
1 Cl -0.12
2 O -0.39
3 N 0.05
4 N -0.47
5 C -1.37
6 C -0.75
7 C -1.31
8 C 0.01
9 C 0.40
10 C 0.68
11 H 0.40
12 H 0.31
13 H 0.40
14 H 0.42
15 H 0.36
16 H 0.36
17 H 0.27
18 H 0.39
19 H 0.34


Record 6
A 2-piece molecular cluster, C4H14N2O overall. Source: the Open Molecules 2025 dataset; level of theory: ωB97M-V with the def2-TZVPD basis set.

Summary:
**HOMO energy**: -8.9 eV
**SMILES**: CC(C)NCN.O
**Kohn-Sham gap**: 9.78 eV
**Relative energy (zero: lowest compared OMol25 entry of this formula, charge and spin)**: 2.770 eV
**Electronic energy**: -9400.837 eV

CARTESIAN COORDINATES (ANGSTROEM)
O1 2.9327 2.2119 -0.1409
N1 -0.7779 0.2703 -2.5641
N2 -0.0317 0.2251 -0.3354
C1 0.3309 -1.6075 1.4176
C2 -0.0795 -0.5581 -1.5899
C3 -0.6937 -0.5947 0.7580
C4 -1.3240 0.4422 1.6794
H1 -1.4963 -1.2744 0.2824
H2 -2.2058 1.0975 1.1107
H3 1.0598 -0.6639 -1.7729
H4 -0.2944 -2.2208 2.2146
H5 -0.5405 1.2130 1.8678
H6 1.1202 -0.8535 1.7564
H7 -1.7331 0.0061 2.6129
H8 2.4953 2.3291 0.7278
H9 -0.3859 1.2249 -0.2185
H10 -0.5699 -1.6169 -1.4763
H11 2.3783 1.5454 -0.5744
H12 -0.1257 1.0160 -2.7925
H13 -0.8875 -0.1257 -3.4956
H14 0.8286 -2.0661 0.5330

Atoms 1-6, force components in eV/Å:
O -0.6 -0.1 0.6
N 0.4 0.1 -0.9
N -1.1 -1.1 2.3
C -0.9 2.5 -0.1
C 1.5 0.4 0.0
C -0.6 -0.3 -1.1

For each atom in turn, the Mulliken charge in e is:
1 O -0.68
2 N -0.63
3 N -0.22
4 C -0.97
5 C -0.45
6 C 0.23
7 C -1.35
8 H 0.24
9 H 0.27
10 H 0.25
11 H 0.34
12 H 0.32
13 H 0.22
14 H 0.37
15 H 0.32
16 H 0.28
17 H 0.32
18 H 0.34
19 H 0.25
20 H 0.24
21 H 0.30


Repeat the first record exactly.
A 6-piece molecular cluster, C6H24N12O6 overall. Source: the Open Molecules 2025 dataset; level of theory: ωB97M-V with the def2-TZVPD basis set.

Summary:
**Expectation value of S²**: 0.75
**HOMO energy (alpha / beta)**: 0.4 / -6.9 eV
**Kohn-Sham gap (alpha / beta)**: 1.70 / 8.95 eV
**Relative energy (zero: lowest compared OMol25 entry of this formula, charge and spin)**: 2.007 eV
**Electronic energy**: -36779.818 eV
**Spin multiplicity**: 2
**Net charge**: -1

CARTESIAN COORDINATES (ANGSTROEM)
O1 2.1134 -3.5543 -2.5862
O2 3.1479 1.0644 3.7644
O3 -0.8775 2.5531 -3.4718
O4 -1.6845 -2.1712 3.4918
O5 0.7187 -0.3812 -0.3276
O6 -5.0385 -0.5889 0.6794
N1 -3.8845 1.1170 1.6236
N2 0.2321 -1.3645 3.0966
N3 -1.5168 -0.5286 1.9494
N4 -0.9482 0.3726 -1.5051
N5 0.0006 4.5735 -3.7669
N6 2.2042 0.5247 1.9011
N7 3.8263 -4.1579 -1.2301
N8 -1.2974 3.8710 -5.2018
N9 2.4567 -2.6884 -0.5680
N10 -4.9338 -0.4215 2.9111
N11 3.2904 -1.0017 2.9082
N12 1.0401 0.4140 -2.3539
C1 0.2668 0.0803 -1.3389
C2 2.8424 0.2318 2.9427
C3 -1.0398 -1.4061 2.8121
C4 -0.7392 3.5713 -4.0897
C5 -4.6852 0.0394 1.6915
C6 2.7579 -3.5294 -1.5360
H1 -3.6614 1.2180 0.6437
H2 4.3012 -3.8281 -0.4019
H3 -1.8446 3.0986 -5.5541
H4 0.7193 -0.5927 2.6641
H5 2.0153 0.4214 -2.0911
H6 -1.6171 -0.0947 -0.9099
H7 0.5619 4.4620 -2.9347
H8 4.2020 -4.8440 -1.8690
H9 0.6250 0.8765 -3.1500
H10 3.1682 -2.6842 0.1489
H11 -0.0846 5.3835 -4.3642
H12 0.6180 -2.1921 3.5282
H13 -2.5052 -0.3500 1.8432
H14 -5.4609 -1.2786 2.8237
H15 -1.0738 4.6333 -5.8255
H16 3.1497 -1.6088 2.1134
H17 -4.7532 0.0671 3.7764
H18 1.7642 -0.0631 1.2075
H19 -1.2241 0.7000 -2.4198
H20 1.7647 -1.9613 -0.6805
H21 3.9894 -1.3577 3.5444
H22 -3.8398 1.8583 2.3081
H23 1.6977 1.3914 2.0128
H24 -0.7642 0.1260 1.7904

Atoms 1-6, force components in eV/Å:
O 0.4 -1.0 0.1
O 0.2 0.7 2.0
O -0.4 -3.1 1.6
O -2.6 -1.9 0.3
O 1.7 -2.0 3.8
O 0.5 0.8 0.9

For each atom in turn, the Mulliken charge in e is:
1 O -0.64
2 O -0.67
3 O 1.38
4 O -0.72
5 O -0.77
6 O -0.62
7 N -0.57
8 N -0.22
9 N -0.02
10 N 0.10
11 N -0.07
12 N -0.29
13 N -0.33
14 N -0.16
15 N -0.01
16 N -0.32
17 N -0.22
18 N -0.21
19 C 0.09
20 C 0.34
21 C 0.42
22 C -4.41
23 C 0.43
24 C 0.50
25 H 0.23
26 H 0.17
27 H 0.52
28 H 0.05
29 H 0.28
30 H 0.22
31 H 0.53
32 H 0.23
33 H 0.17
34 H 0.01
35 H 0.72
36 H 0.24
37 H 0.22
38 H 0.22
39 H 0.53
40 H 0.18
41 H 0.21
42 H 0.32
43 H 0.05
44 H 0.09
45 H 0.20
46 H 0.26
47 H 0.26
48 H 0.08


What did the fourth record say?
A 2-piece molecular cluster, C13H17NO overall. Source: the Open Molecules 2025 dataset; level of theory: ωB97M-V with the def2-TZVPD basis set.

Summary:
**HOMO energy**: -6.9 eV
**SMILES**: CCNc1ccc(O)c2ccccc12.C
**Kohn-Sham gap**: 7.68 eV
**Relative energy (zero: lowest compared OMol25 entry of this formula, charge and spin)**: 1.953 eV
**Electronic energy**: -17293.118 eV

CARTESIAN COORDINATES (ANGSTROEM)
O1 2.2902 2.7970 -0.3428
N1 -2.3064 -0.2963 -0.1011
C1 2.5113 0.2023 -0.9971
C2 0.3266 -1.5369 -0.7662
C3 -1.1974 1.7665 0.0134
C4 0.1650 -0.1742 -0.5008
C5 1.5577 -2.0583 -1.1526
C6 -1.1648 0.4017 -0.2223
C7 1.1262 2.0912 -0.2881
C8 3.6443 -1.1445 2.0407
C9 1.2324 0.6919 -0.6168
C10 -3.6100 0.2771 0.0223
C11 -4.6250 -0.8565 0.2199
C12 2.6586 -1.1593 -1.1927
C13 -0.1028 2.6020 -0.0439
H1 -3.6681 0.9058 0.9255
H2 3.8924 -1.8011 2.8440
H3 -0.3057 3.7352 -0.1860
H4 2.2450 3.6823 0.0443
H5 -2.2972 2.1125 0.0499
H6 2.5564 -1.1239 1.9686
H7 3.8444 -1.4391 0.9796
H8 -4.4185 -1.5794 -0.5509
H9 -2.2836 -1.1853 -0.4790
H10 3.9671 -0.1422 2.1567
H11 3.2915 0.8718 -1.2067
H12 3.6206 -1.5892 -1.1835
H13 1.6320 -3.1393 -1.1107
H14 -4.5409 -1.2894 1.2434
H15 -3.8372 0.9619 -0.8376
H16 -5.6951 -0.3790 0.1474
H17 -0.5092 -2.2052 -0.8770

Atoms 1-6, force components in eV/Å:
O 0.6 0.4 -0.2
N -0.3 -0.1 0.5
C -1.7 -1.9 -0.2
C 1.0 -0.6 -1.4
C -3.7 -1.1 -0.6
C -2.8 -0.1 0.0

For each atom in turn, the Mulliken charge in e is:
1 O -0.55
2 N -0.16
3 C -1.00
4 C -0.73
5 C -0.47
6 C 0.57
7 C -0.78
8 C 0.69
9 C 0.69
10 C -0.86
11 C 0.74
12 C -0.59
13 C -1.22
14 C -0.57
15 C -0.96
16 H 0.38
17 H 0.35
18 H 0.21
19 H 0.32
20 H 0.20
21 H 0.20
22 H 0.08
23 H 0.39
24 H 0.13
25 H 0.26
26 H 0.50
27 H 0.60
28 H 0.33
29 H 0.27
30 H 0.40
31 H 0.32
32 H 0.28


- Which of these has the lowest electronic energy?
  C6H24N12O6


- Which value of electronic energy does entry 6 give?
  -9400.837 eV